(1)
9 unconnected molecules or ions with the total composition C19H33Cl9N2O12 in a non-equilibrium geometry. Source: the Open Molecules 2025 dataset; level of theory: the ωB97M-V functional and the def2-TZVPD basis.

The geometry in ORCA input format:
```
! wB97M-V def2-TZVPD RIJCOSX def2/J DEFGRID3
* xyz 0 1
C -3.93469 0.48323 0.15152
O -4.64197 0.53061 1.38460
C -4.95302 1.72503 1.86364
O -4.61015 2.78076 1.38099
O -5.65331 1.52964 2.97854
C -5.97388 2.66626 3.80912
H -2.94756 0.93981 0.20986
H -4.51490 1.05272 -0.57674
H -3.86775 -0.54136 -0.19800
H -5.89262 3.58904 3.24089
H -5.25903 2.59737 4.62298
H -6.99906 2.50701 4.12309
C -0.81401 -0.35235 1.96699
O -1.37498 0.51274 2.95043
C -1.46241 1.80665 2.66662
O -1.05034 2.33402 1.67252
O -1.98068 2.41895 3.72507
C -2.32829 3.78465 3.63663
H 0.23787 -0.57898 2.09909
H -1.04851 0.00637 0.96405
H -1.42679 -1.25414 2.03556
H -1.43818 4.38024 3.41647
H -2.71233 4.15477 4.58491
H -3.08492 3.98035 2.87591
C 1.04496 0.76145 -3.87149
O 1.82812 1.20236 -4.95940
C 1.35286 1.69724 -6.09461
O 2.05538 2.03243 -6.99958
O 0.01001 1.75759 -6.04888
C -0.64738 2.18751 -7.22311
H 1.57854 0.07519 -3.22140
H 0.16099 0.25406 -4.26416
H 0.66863 1.59722 -3.27921
H 0.04610 2.30661 -8.05539
H -1.11480 3.16546 -7.10735
H -1.41020 1.47091 -7.51716
C -1.47445 -0.98551 -0.89341
O -0.10826 -0.61566 -0.88794
C 0.75282 -1.41819 -0.27023
O 0.47884 -2.48303 0.20922
O 1.93904 -0.83913 -0.30632
C 3.01422 -1.67004 0.16782
H -1.97874 -0.55561 -0.01970
H -1.62857 -2.06067 -0.89231
H -1.93790 -0.48156 -1.73850
H 2.93418 -1.91095 1.22397
H 3.92968 -1.13552 -0.06069
H 3.00436 -2.58230 -0.43174
Cl 6.65679 1.79523 -2.27622
C 6.73178 0.04097 -2.05707
Cl 5.19983 -0.71038 -2.53747
Cl 7.06679 -0.35155 -0.36047
H 7.42517 -0.43465 -2.73858
Cl 4.59034 -1.71032 3.30574
C 3.50689 -1.46580 4.70442
Cl 4.36157 -1.89009 6.17652
Cl 2.02335 -2.42922 4.56626
H 3.21947 -0.42240 4.68091
Cl -2.08956 -2.38674 -6.70732
C -2.38213 -2.60893 -4.98801
Cl -3.83093 -1.74919 -4.47052
Cl -1.00182 -2.09077 -4.02418
H -2.57516 -3.64794 -4.75230
C -0.27383 -4.63354 2.70667
C -0.38522 -5.99302 3.22417
N -0.50479 -7.05516 3.63594
H 0.00558 -4.65370 1.65555
H 0.44761 -4.08893 3.31262
H -1.23319 -4.12081 2.76788
C 4.85068 1.34802 1.73275
C 3.44491 1.21595 2.11439
N 2.32890 1.09259 2.33947
H 5.25359 2.35236 1.85569
H 4.94861 1.04941 0.69367
H 5.44785 0.72534 2.39630
*
```

The LUMO energy is 0.20 eV. As for the structure (SMILES): COC(=O)OC.COC(=O)OC.COC(=O)OC.COC(=O)OC.ClC(Cl)Cl.ClC(Cl)Cl.ClC(Cl)Cl.CC#N.CC#N. The HOMO energy comes out at -0.3896 Ha. Its HOMO-LUMO gap is 0.3970 Ha. As for the total energy: -5897.833387 a.u.



(2)
3 unconnected molecules or ions with the total composition C19H33ClFN4O6S in a non-equilibrium geometry. Source: the Open Molecules 2025 dataset; level of theory: the ωB97M-V functional and the def2-TZVPD basis.

The geometry in ORCA input format:
```
! wB97M-V def2-TZVPD RIJCOSX def2/J DEFGRID3
* xyz 1 1
C -2.49527 -3.58054 -5.18239
C -1.94289 -2.46749 -4.78988
C -1.57353 -0.93181 -4.47431
C -0.83066 -0.76747 -3.04621
C -1.55643 -1.42096 -1.76305
O -0.96734 -2.33651 -1.07239
N -2.93163 -1.06362 -1.29891
C -3.12467 -1.38189 0.13354
O -3.20874 -0.42105 0.96873
F -3.27208 -2.69563 0.67067
C 0.70318 -1.24517 -2.87826
N 1.16472 -0.32526 -1.74502
C 0.63863 1.06840 -1.95057
C 0.43253 2.05230 -0.69015
C -1.10315 2.39192 -0.33685
C -1.53799 3.91736 -0.68345
C -1.62544 4.22830 -2.26470
S -3.26437 3.75726 -3.04126
O -4.14140 4.94908 -3.35579
O -3.03893 3.02399 -4.36874
Cl -4.35982 2.54790 -1.70685
C -0.54880 0.85853 -3.02915
H -2.79200 -4.64753 -5.47899
H -0.96104 -0.44869 -5.33458
H -2.54173 -0.28559 -4.40396
H -3.11291 -0.04857 -1.40613
H 0.95671 -2.35803 -2.77367
H 1.32978 -0.82897 -3.76910
H 1.00415 -0.71543 -0.79496
H 2.19263 -0.37488 -1.85522
H 1.51112 1.57735 -2.53320
H 0.93194 3.06409 -0.98351
H 0.99120 1.70643 0.26145
H -1.87598 1.66400 -0.77199
H -1.19689 2.29967 0.81740
H -2.53918 4.10011 -0.12177
H -0.75006 4.60249 -0.19590
H -1.51653 5.37129 -2.38550
H -0.74231 3.72832 -2.82705
H -0.02002 1.04976 -4.03538
H -1.47360 1.54733 -2.99013
C 1.32758 0.84063 3.69739
C -0.06949 1.18157 3.25308
O -0.40383 2.32159 2.94624
N -0.97960 0.16947 3.19626
C -0.77846 -1.22659 3.51607
H 1.94387 1.74127 3.69462
H 1.30889 0.43795 4.71290
H 1.77081 0.11799 3.01279
H -1.89613 0.46774 2.88882
H -1.00587 -1.81856 2.62707
H -1.46840 -1.49790 4.31681
H 0.24238 -1.43338 3.83522
C 5.41752 -1.98146 4.01909
C 4.01925 -1.64547 3.57464
O 3.68422 -0.50631 3.26877
N 3.11336 -2.66297 3.51947
C 3.32352 -4.05904 3.83992
H 6.02998 -1.07818 4.01591
H 5.40066 -2.38401 5.03466
H 5.86447 -2.70460 3.33275
H 2.19528 -2.37089 3.21419
H 3.09780 -4.65249 2.95220
H 2.63702 -4.33370 4.64260
H 4.34586 -4.26014 4.15653
*
```

The LUMO energy is -3.51 eV. The HOMO energy comes out at -0.4278 Ha. Its HOMO-LUMO gap is 0.2986 Ha. As for the total energy: -2372.015224 a.u.



(3)
3 unconnected molecules or ions with the total composition C19H33ClN3O7PS2. Source: the Open Molecules 2025 dataset; level of theory: the ωB97M-V functional and the def2-TZVPD basis.

The geometry in ORCA input format:
```
! wB97M-V def2-TZVPD RIJCOSX def2/J DEFGRID3
* xyz 0 1
O -0.27499 -2.00437 3.40520
C -1.06380 -2.45722 2.61463
C -2.41549 -2.93483 2.99344
C -3.40265 -2.71280 2.13517
N -4.72951 -3.12709 2.33496
C -5.25234 -4.09455 1.82953
S -6.03061 -5.28554 1.21044
C -3.14762 -1.87331 0.90886
O -4.02154 -1.21828 0.40260
C -1.75055 -1.96681 0.35691
S -1.45408 -1.42052 -1.28284
C -0.76987 -2.43360 1.13752
P 0.81384 -3.01285 0.40283
O 1.50635 -3.45600 1.81722
Cl 0.02147 -4.85355 -0.19781
H -2.56022 -3.39830 3.95920
H -2.16036 -2.33854 -1.95678
H 2.16090 -4.14847 1.67365
C 0.19581 1.09669 2.52834
O -0.48620 2.30923 2.27646
C -1.84166 2.31908 2.70496
C -2.04439 3.28892 3.84683
N -1.38725 2.81745 5.05633
C -1.36802 3.77317 6.15633
C -0.59533 5.07209 5.96158
O 0.80405 4.89964 5.85170
C 1.29172 4.63978 4.55049
H 1.16488 1.16399 2.03557
H 0.35435 0.91623 3.59633
H -0.35133 0.24796 2.11283
H -2.15580 1.31264 3.00135
H -2.45760 2.63239 1.85726
H -3.11679 3.38412 4.04378
H -1.67989 4.27077 3.51192
H -0.43601 2.55461 4.83144
H -0.94471 3.26576 7.02659
H -2.40330 4.02616 6.40904
H -0.75313 5.68449 6.85314
H -0.96974 5.64953 5.10688
H 0.68339 5.13541 3.78821
H 1.32920 3.57020 4.32363
H 2.30723 5.03206 4.49823
C 3.35192 1.20354 -4.01294
O 3.25213 0.74908 -5.34628
C 4.08249 -0.36142 -5.65912
C 3.25261 -1.59035 -5.95481
N 2.59074 -2.07219 -4.75217
C 1.62262 -3.13952 -4.96724
C 0.38910 -2.83106 -5.80762
O -0.49108 -1.89805 -5.21136
C -0.21361 -0.53418 -5.46558
H 2.76391 2.11656 -3.94069
H 2.96145 0.47532 -3.29291
H 4.38892 1.43102 -3.74620
H 4.77931 -0.55967 -4.83904
H 4.66548 -0.10347 -6.54768
H 3.90970 -2.37807 -6.33627
H 2.54880 -1.32737 -6.75760
H 2.12642 -1.29367 -4.30154
H 1.27661 -3.46990 -3.98429
H 2.14166 -3.98953 -5.42300
H -0.17783 -3.76044 -5.90634
H 0.64632 -2.50533 -6.82312
H 0.22759 -0.39330 -6.45626
H 0.45653 -0.09818 -4.71887
H -1.16017 0.00442 -5.42304
*
```

The LUMO energy is -1.57 eV. As for the structure (SMILES): O=C1C=C(N=C=S)C(=O)C(S)=C1P(O)Cl.COCCNCCOC.COCCNCCOC. The HOMO energy comes out at -0.3151 Ha. Its HOMO-LUMO gap is 0.2574 Ha. As for the total energy: -3032.518312 a.u. For the energy above the lowest of the compared OMol25 structures with the same formula, charge and spin, the calculation gives 0.0 kcal/mol.